75
Properties=species:S:1:pos:R:3:forces:R:3:lowdin_charge:R:1 method="wB97M-V/def2-TZVPD" total_charge=+1 orbital_gap_ev=6.676 e_homo_ev=-11.93 multiplicity=1 fmax_ev_per_a=1.6
O -1.748 -0.083 2.601 -0.961 0.754 0.833 0.058
C -2.362 0.817 3.128 0.555 -0.815 -0.763 -0.186
C -3.298 1.719 2.298 0.654 0.020 -0.100 -0.086
C -4.611 1.085 1.996 -0.259 0.380 0.287 -0.221
N -4.575 -0.044 1.318 0.241 -0.130 -0.096 0.248
N -5.712 -0.583 1.058 0.104 -1.568 -0.432 -0.130
O -5.635 -1.771 0.365 -0.012 0.269 -0.343 0.126
C -6.919 -0.156 1.337 -0.495 0.515 0.260 0.086
C -7.038 1.025 2.049 -0.086 0.222 0.229 -0.165
C -8.372 1.597 2.413 -0.380 -0.319 -0.714 -0.176
C -9.538 0.662 2.057 0.356 0.652 0.364 -0.337
C -10.875 1.274 2.504 0.445 -0.608 -0.035 -0.614
I -11.468 0.349 4.357 -0.086 0.322 -0.291 0.794
C -5.848 1.627 2.393 0.239 0.723 1.082 -0.407
S -5.908 3.141 3.344 0.128 0.476 -0.101 0.899
H -2.242 1.038 4.203 -0.107 0.049 -0.077 0.138
H -3.400 2.694 2.759 -0.232 -0.036 0.170 0.083
H -2.798 1.878 1.342 0.119 -0.116 -0.072 0.133
H -5.649 -2.497 1.010 0.144 0.069 0.177 0.153
H -7.773 -0.731 1.035 0.095 -0.380 -0.256 0.153
H -8.389 1.927 3.448 -0.001 -0.183 0.154 0.110
H -8.483 2.505 1.813 0.051 0.168 0.099 0.142
H -9.367 -0.297 2.544 -0.189 -0.170 -0.115 0.070
H -9.523 0.517 0.974 -0.216 -0.063 -0.061 0.115
H -11.624 1.106 1.741 -0.326 -0.083 0.242 0.049
H -10.780 2.337 2.685 -0.098 0.102 0.078 0.044
H -5.970 2.640 4.595 -0.011 -0.297 -0.282 -0.067
C 4.482 -0.576 -0.318 0.376 -0.103 -0.009 -0.005
O 3.125 -0.309 -0.696 -0.051 0.006 -0.082 -0.005
C 2.358 0.162 0.274 0.100 -0.013 -0.036 -0.631
O 2.687 0.379 1.408 -0.070 0.041 0.103 0.145
O 1.130 0.371 -0.232 -0.021 -0.002 0.181 -0.074
C 0.197 0.889 0.713 0.091 0.213 -0.113 -0.054
H 4.990 -0.952 -1.200 -0.200 0.018 -0.111 0.101
H 4.974 0.337 0.010 -0.081 0.000 0.105 0.104
H 4.520 -1.332 0.463 -0.036 0.093 0.084 0.096
H 0.531 1.859 1.086 0.041 -0.064 0.077 0.108
H 0.061 0.195 1.528 0.168 -0.044 0.119 0.073
H -0.749 1.015 0.189 0.078 -0.111 -0.166 0.089
C 10.267 -2.336 1.543 0.245 0.119 0.026 -0.038
O 8.870 -2.372 1.243 -0.022 0.062 -0.017 0.004
C 8.312 -3.573 1.384 -0.011 0.108 -0.031 -0.627
O 8.873 -4.577 1.729 0.024 -0.082 0.028 0.131
O 7.018 -3.467 1.075 -0.104 0.055 -0.031 -0.005
C 6.290 -4.690 1.182 -0.205 -0.142 -0.014 -0.041
H 10.594 -1.311 1.390 -0.162 0.035 -0.044 0.093
H 10.444 -2.616 2.580 -0.008 -0.116 -0.035 0.098
H 10.821 -2.991 0.873 -0.032 -0.092 0.072 0.099
H 6.311 -5.063 2.205 0.112 -0.053 -0.027 0.098
H 6.689 -5.437 0.498 0.082 -0.028 0.086 0.099
H 5.262 -4.470 0.906 0.049 0.154 -0.029 0.088
C 1.596 2.628 -1.890 -0.079 -0.043 -0.047 -0.036
O 1.834 3.957 -2.355 -0.133 0.024 -0.012 0.014
C 3.103 4.190 -2.698 -0.052 0.101 -0.023 -0.622
O 4.003 3.396 -2.640 0.058 -0.074 0.026 0.132
O 3.194 5.451 -3.113 -0.037 0.046 -0.005 0.006
C 4.509 5.842 -3.515 0.191 0.175 -0.098 -0.036
H 0.541 2.558 -1.642 -0.024 0.208 -0.054 0.091
H 1.824 1.901 -2.667 0.138 -0.035 0.081 0.109
H 2.185 2.429 -1.000 0.146 0.029 -0.065 0.091
H 4.850 5.238 -4.353 0.029 -0.086 0.081 0.099
H 5.206 5.762 -2.682 0.007 -0.119 -0.024 0.098
H 4.446 6.881 -3.826 -0.168 -0.009 0.038 0.094
C 1.559 -3.722 -6.151 0.069 -0.105 -0.237 -0.038
O 0.633 -3.277 -5.157 -0.052 -0.008 -0.024 0.003
C 1.206 -2.763 -4.069 -0.093 -0.017 -0.036 -0.624
O 2.387 -2.655 -3.877 0.085 -0.003 0.025 0.130
O 0.241 -2.390 -3.229 -0.135 -0.056 0.082 0.010
C 0.723 -1.813 -2.010 -0.107 -0.112 -0.004 -0.039
H 0.971 -4.114 -6.975 -0.138 0.040 0.092 0.093
H 2.167 -2.893 -6.509 0.071 -0.017 0.098 0.098
H 2.194 -4.514 -5.758 0.069 0.087 0.049 0.098
H 1.294 -0.918 -2.214 0.139 -0.035 -0.071 0.077
H 1.327 -2.533 -1.460 0.121 0.060 -0.066 0.106
H -0.146 -1.554 -1.411 -0.143 -0.060 -0.182 0.090

---

8
Properties=species:S:1:pos:R:3:forces:R:3:lowdin_charge:R:1 method="wB97M-V/def2-TZVPD" total_charge=0 orbital_gap_ev="8.233 / 8.196" e_homo_ev="-11.34 / -11.31" multiplicity=1 fmax_ev_per_a=3.9
C -1.309 -0.103 -0.090 -0.424 -0.079 0.029 0.139
C -0.033 0.015 -0.066 0.228 2.162 -3.192 0.122
N 1.186 -0.200 0.580 0.905 -0.305 0.516 -0.404
O 1.132 -1.269 1.170 -0.071 -0.196 0.243 0.132
O 2.081 0.585 0.561 -0.046 0.174 -0.115 0.181
F 0.714 1.282 -1.947 -1.166 -1.855 2.608 -0.394
H -1.895 0.256 -0.924 0.227 0.302 -0.149 0.110
H -1.876 -0.565 0.716 0.348 -0.203 0.059 0.115

---

15
Properties=species:S:1:pos:R:3:forces:R:3:lowdin_charge:R:1 method="wB97M-V/def2-TZVPD" total_charge=0 orbital_gap_ev="7.283 / 8.613" e_homo_ev="-7.25 / -7.98" multiplicity=1 fmax_ev_per_a=4.2
C 1.065 -0.443 0.186 -1.371 0.616 2.814 -0.293
C -2.027 0.302 1.764 -0.449 1.354 -0.449 -0.198
C 2.009 -0.820 -1.959 -0.435 2.187 -0.837 -0.034
C -1.833 0.355 0.254 -0.446 -0.097 0.862 -1.191
N 1.481 0.364 1.031 -2.997 -2.545 -1.365 0.160
O 1.144 -1.182 -0.855 1.055 -0.530 -0.863 -0.054
Cl -2.805 -0.585 -0.825 0.146 -0.332 0.387 0.569
Cl -1.658 1.950 -0.323 0.406 0.683 -0.487 0.590
H -1.221 -0.154 2.274 0.656 -1.352 0.331 0.044
H -3.019 0.022 2.125 0.171 -0.571 -0.340 0.075
H -1.904 1.318 2.148 -0.151 0.196 -0.321 0.051
H 3.089 -0.906 -1.864 -0.065 -0.206 0.797 0.088
H 1.735 0.245 -2.181 0.560 -0.801 0.016 0.108
H 1.702 -1.393 -2.808 -0.286 -0.532 -0.249 0.077
H 2.244 0.927 1.033 3.207 1.931 -0.296 0.008

---

30
Properties=species:S:1:pos:R:3:forces:R:3:lowdin_charge:R:1 method="wB97M-V/def2-TZVPD" total_charge=+2 orbital_gap_ev=9.396 e_homo_ev=-18.62 multiplicity=1 fmax_ev_per_a=5.7 smiles=CCCc1[n+](C)ccc(C)[n+]1C
C -2.178 0.698 -0.738 0.134 -1.197 0.509 0.102
C -1.389 1.714 -0.333 0.560 1.358 -0.919 0.058
C -1.963 -0.593 -0.193 2.788 4.898 -0.754 -0.171
C 0.188 0.272 0.520 1.855 0.955 -0.292 -0.087
C -2.914 -1.586 -0.294 -3.961 -1.291 0.717 0.020
C 2.298 -0.872 -1.682 0.218 2.451 -1.029 -0.068
C 0.354 2.735 0.963 1.598 1.572 1.522 0.041
C -0.420 -2.001 1.080 -1.443 2.120 1.112 0.112
C 1.676 0.024 0.778 -1.248 1.578 -2.303 -0.044
C 2.476 0.180 -0.589 0.689 -0.240 0.310 -0.182
N -0.190 1.554 0.275 -1.158 -1.388 0.872 0.008
N -0.708 -0.714 0.332 -0.522 -1.498 1.118 0.078
H -2.952 0.858 -1.445 -0.944 0.291 -0.098 0.146
H -1.606 2.747 -0.584 -0.209 -0.047 0.040 0.173
H -2.499 -2.437 -0.712 0.701 -2.125 -0.807 0.110
H -3.431 -1.876 0.650 0.735 0.128 -0.142 0.165
H -3.790 -1.280 -0.888 0.583 0.099 -0.115 0.141
H 2.399 -1.812 -1.257 0.533 -2.040 0.329 0.054
H 1.311 -0.766 -2.077 -0.953 -0.216 -0.437 0.056
H 2.969 -0.673 -2.587 -0.612 -0.466 1.587 0.133
H -0.257 3.009 1.883 0.339 -0.435 -1.465 0.154
H 1.382 2.623 1.357 -0.627 -0.674 -0.294 0.110
H 0.528 3.603 0.303 -0.867 -0.505 -0.084 0.131
H 0.372 -2.479 0.638 1.266 -1.800 -1.419 0.089
H -0.049 -1.649 2.021 0.067 -0.083 0.789 0.115
H -1.379 -2.485 1.269 0.618 -0.393 -0.399 0.117
H 2.094 0.785 1.390 0.027 0.491 0.772 0.109
H 1.929 -0.890 1.148 0.174 -2.550 1.320 0.089
H 2.210 1.154 -0.953 0.315 0.645 -0.367 0.099
H 3.541 0.157 -0.273 -0.655 0.362 -0.073 0.142

---

124
Properties=species:S:1:pos:R:3:forces:R:3:lowdin_charge:R:1 method="wB97M-V/def2-TZVPD" total_charge=0 orbital_gap_ev=10.623 e_homo_ev=-10.24 multiplicity=1 fmax_ev_per_a=4.0 smiles="CCOC(=O)OC.CCOC(=O)OC.CCOC(=O)OC.CCOC(=O)OC.CCOC(=O)OC.CCOC(=O)OC.O=C1CCCO1.O=C1CCCO1.ClCCl.ClCCl"
C 2.059 2.614 1.220 -2.110 -1.949 0.196 -1.062
Cl 3.082 2.237 2.620 0.018 -0.033 0.048 0.545
Cl 2.578 4.034 0.413 0.210 1.058 -0.394 0.633
H 2.075 1.758 0.506 0.232 0.695 0.711 0.002
H 0.976 2.674 1.570 1.588 0.294 -0.321 0.068
C 0.857 -7.161 1.189 0.065 0.658 0.487 -0.982
Cl 1.221 -6.673 -0.468 -0.248 0.108 0.229 0.533
Cl 1.413 -5.978 2.426 0.078 -0.079 -0.331 0.502
H -0.205 -7.236 1.393 -0.039 -0.173 -0.508 0.019
H 1.385 -8.073 1.369 0.100 -0.426 0.148 0.012
O 6.780 -1.108 1.770 -0.028 0.705 0.301 0.110
C 5.719 -1.358 2.265 0.135 -1.701 -1.052 -0.462
O 4.944 -2.335 1.650 -0.254 1.124 0.991 -0.010
C 3.721 -2.543 2.424 1.080 -0.007 -0.850 -0.151
C 3.657 -1.447 3.458 -1.303 2.112 0.550 -0.154
C 5.098 -0.927 3.577 -0.252 0.622 -2.346 -0.065
H 3.804 -3.554 2.802 -0.184 -0.158 0.370 0.116
H 2.917 -2.478 1.724 -0.723 -0.077 -0.360 0.082
H 3.437 -1.877 4.418 -0.655 -0.068 0.394 0.088
H 2.825 -0.631 3.201 2.041 -1.725 0.455 0.126
H 5.656 -1.486 4.268 0.667 -0.710 1.340 0.111
H 5.365 0.126 3.696 -0.664 -0.062 0.229 0.123
O 1.568 -0.729 -2.160 0.874 0.475 -0.076 0.130
C 2.649 -0.456 -1.701 -0.945 0.736 1.061 -0.430
O 2.973 0.818 -1.268 -0.195 -0.818 -0.665 -0.041
C 4.349 0.876 -0.854 0.474 0.735 0.920 -0.150
C 4.989 -0.464 -1.168 -0.759 -0.556 -1.742 -0.105
C 3.732 -1.384 -1.307 1.645 0.443 -0.679 -0.048
H 4.415 1.144 0.238 -0.349 -0.461 -0.886 0.116
H 4.827 1.701 -1.380 -0.092 0.039 -0.129 0.126
H 5.722 -0.734 -0.437 0.165 -0.475 0.503 0.082
H 5.488 -0.485 -2.152 -0.061 0.436 0.361 0.124
H 3.555 -1.726 -0.317 -0.694 -0.737 0.765 0.090
H 3.771 -2.189 -2.047 0.299 -0.001 0.440 0.141
C 4.979 6.396 3.555 -1.613 -0.027 0.976 -0.064
C 3.508 6.629 3.940 0.163 1.172 -0.035 -0.186
O 2.694 6.982 2.745 -1.005 -0.929 1.036 -0.008
C 1.377 6.567 2.829 0.447 0.797 -0.271 -0.584
O 0.921 5.804 3.636 0.034 -0.007 -0.083 0.113
O 0.674 7.201 1.873 1.417 0.296 -0.335 -0.039
C -0.744 7.083 1.761 -0.056 0.115 1.420 -0.037
H 5.129 5.726 2.733 -0.094 -0.341 -0.462 0.066
H 5.441 5.980 4.457 0.226 0.236 -0.226 0.084
H 5.314 7.375 3.346 1.198 0.822 -0.438 0.055
H 3.487 7.561 4.625 -0.254 -1.644 -0.916 0.148
H 3.122 5.748 4.440 -0.500 0.125 -0.061 0.103
H -1.011 7.403 0.730 0.118 -0.583 0.895 0.106
H -1.190 7.753 2.535 0.140 -0.174 -0.796 0.103
H -1.023 6.079 2.103 -0.221 0.057 -0.780 0.090
C 0.804 -3.064 4.727 -1.333 -0.344 2.529 -0.062
C -0.637 -3.591 4.969 -0.044 1.336 -1.285 -0.147
O -1.595 -2.458 4.763 1.426 -1.906 0.910 0.036
C -1.805 -2.189 3.481 -1.184 2.024 3.266 -0.671
O -1.373 -2.738 2.549 1.124 -1.740 -3.039 0.145
O -2.592 -1.126 3.520 -1.195 0.969 -1.882 0.013
C -2.891 -0.529 2.214 0.788 1.891 0.831 0.000
H 0.746 -2.226 5.440 1.058 -0.002 -0.213 0.090
H 0.977 -2.665 3.749 -0.027 -0.151 -0.627 0.049
H 1.544 -3.827 5.064 -0.399 0.682 -0.388 0.090
H -0.871 -3.995 5.941 0.317 0.284 0.421 0.119
H -0.891 -4.323 4.248 -0.336 -0.909 -0.768 0.082
H -3.297 -1.191 1.474 -0.105 -0.754 -0.028 0.080
H -1.929 -0.082 1.821 -1.189 -0.392 0.372 0.102
H -3.646 0.290 2.412 1.023 -0.974 -0.093 0.113
C -6.095 1.769 -2.268 0.588 0.038 0.044 -0.059
C -6.493 3.090 -2.868 -0.322 0.728 -1.320 -0.186
O -5.514 3.372 -3.917 -1.374 0.147 0.362 0.032
C -4.490 4.068 -3.502 2.734 -0.534 0.238 -0.603
O -4.248 4.590 -2.422 -1.120 -0.331 -1.220 0.094
O -3.553 3.939 -4.481 -1.446 0.625 0.235 -0.021
C -2.443 4.805 -4.320 0.396 -0.988 -0.546 -0.040
H -6.043 0.916 -2.978 -0.287 0.725 0.262 0.097
H -6.819 1.583 -1.498 -0.160 -0.558 0.595 0.071
H -5.080 1.891 -1.828 -0.697 -0.153 -0.076 0.076
H -6.406 3.949 -2.187 -0.299 -0.625 0.172 0.120
H -7.502 3.136 -3.379 1.175 -0.331 0.601 0.142
H -2.074 4.966 -5.341 -0.024 0.421 0.466 0.105
H -1.733 4.222 -3.764 0.818 0.076 0.318 0.074
H -2.729 5.662 -3.742 0.094 0.686 -0.102 0.088
C 1.457 4.588 -2.929 1.319 0.255 -0.133 -0.068
C 1.914 3.169 -3.015 0.598 0.050 -0.085 -0.262
O 0.866 2.325 -3.405 -1.432 -1.227 -0.666 0.006
C 0.802 1.827 -4.672 0.280 1.251 1.349 -0.562
O 1.677 1.875 -5.499 -0.601 -0.213 0.327 0.129
O -0.449 1.362 -4.802 0.896 -0.065 -1.206 -0.005
C -0.737 0.932 -6.149 -0.750 -1.067 -0.042 -0.035
H 2.320 5.146 -2.496 -0.650 0.014 -0.581 0.087
H 0.660 4.673 -2.236 -0.997 0.252 0.540 0.053
H 1.188 4.925 -3.937 0.002 0.319 0.368 0.089
H 2.328 2.809 -2.078 -0.192 -0.078 -0.062 0.072
H 2.642 3.097 -3.782 1.159 -0.089 -0.558 0.110
H -1.044 1.730 -6.809 -0.065 0.671 0.217 0.087
H -1.605 0.270 -6.006 0.450 0.079 -0.304 0.100
H 0.087 0.429 -6.679 -0.164 0.017 0.777 0.100
C -5.792 -9.221 -1.850 -0.540 0.879 -2.072 -0.067
C -4.658 -8.243 -1.997 0.714 0.282 -0.275 -0.217
O -4.486 -7.611 -0.711 0.239 0.004 -0.061 0.029
C -3.794 -6.465 -0.682 0.388 -1.103 -2.554 -0.594
O -3.219 -5.965 -1.650 -0.997 -0.774 1.622 0.093
O -3.809 -6.024 0.549 -0.887 -0.259 -0.200 0.035
C -3.066 -4.857 0.635 0.308 2.368 1.357 -0.068
H -5.564 -9.816 -1.042 0.292 -1.807 1.659 0.045
H -5.841 -9.790 -2.797 -0.074 -0.037 0.587 0.091
H -6.795 -8.779 -1.676 0.767 0.137 -0.125 0.095
H -4.919 -7.471 -2.686 -0.112 0.599 -0.640 0.106
H -3.681 -8.680 -2.395 -1.233 0.298 0.897 0.153
H -2.050 -5.152 0.641 1.386 -0.055 0.627 0.068
H -3.371 -4.328 1.589 0.519 -0.548 -1.328 0.121
H -3.099 -4.241 -0.276 -0.716 0.033 0.532 0.105
C -1.945 1.878 -1.144 -0.792 -0.108 -1.355 -0.047
C -1.133 0.615 -1.099 0.945 -0.411 -1.959 -0.232
O -0.292 0.563 0.031 0.537 0.909 0.761 0.025
C 0.260 -0.571 0.388 -0.139 -1.794 0.617 -0.653
O 1.058 -0.625 1.291 0.772 0.129 0.241 0.110
O -0.224 -1.653 -0.229 -0.404 -0.289 0.036 -0.036
C 0.343 -2.990 0.024 -0.900 0.552 -0.889 -0.003
H -2.857 1.823 -0.499 0.929 0.204 -0.199 0.081
H -2.339 1.891 -2.217 0.521 0.432 1.327 0.102
H -1.330 2.757 -0.939 -0.301 0.064 -0.114 0.079
H -0.443 0.416 -2.010 -1.468 0.594 1.325 0.141
H -1.817 -0.179 -0.972 -0.753 -1.176 -0.407 0.103
H 0.354 -3.282 1.076 -0.093 0.371 -0.176 0.055
H 1.332 -2.955 -0.411 0.278 -0.346 -0.003 0.075
H -0.326 -3.678 -0.573 0.838 0.801 0.708 0.106

---

19
Properties=species:S:1:pos:R:3:forces:R:3:lowdin_charge:R:1 method="wB97M-V/def2-TZVPD" total_charge=0 orbital_gap_ev=8.357 e_homo_ev=-7.35 multiplicity=1 fmax_ev_per_a=0.6
C -2.002 -2.042 0.454 -0.160 -0.263 -0.052 -0.122
O -1.265 -0.907 0.816 0.047 0.032 0.110 -0.206
C -0.867 -0.138 -0.295 0.035 0.141 -0.183 -0.281
C -0.076 1.075 0.123 -0.584 0.051 -0.130 -0.139
C 1.351 0.417 1.171 0.220 -0.169 0.382 -0.084
C 1.609 0.895 -0.564 0.396 0.049 -0.290 -0.155
C 0.502 1.758 -1.060 0.003 0.040 -0.034 -0.212
H -1.417 -2.721 -0.187 -0.054 0.106 0.072 0.087
H -2.928 -1.780 -0.082 0.132 0.020 0.070 0.089
H -2.268 -2.569 1.373 0.035 0.070 -0.118 0.089
H -0.374 -0.801 -1.039 -0.010 0.083 0.089 0.128
H -1.758 0.281 -0.795 0.071 -0.017 0.038 0.136
H 2.234 -0.241 1.102 -0.046 0.048 -0.023 0.079
H 0.598 -0.193 1.670 0.116 0.096 -0.166 0.068
H 1.591 1.265 1.809 -0.004 -0.101 -0.147 0.082
H 1.773 -0.014 -1.137 -0.101 0.092 0.205 0.114
H 2.530 1.420 -0.328 -0.140 -0.060 0.018 0.112
H 0.116 1.458 -2.038 0.082 -0.028 0.134 0.111
H 0.652 2.838 -0.992 -0.038 -0.190 0.026 0.104